DFT (ωB97M-V/def2-TZVPD) results for a 4-piece molecular cluster, C11H20BF3INO17P3 overall at a distorted geometry.

Its total charge is -1. Its spin multiplicity is 1. The calculation puts the HOMO energy at -5.141 eV. Its LUMO energy is 1.76 eV.

Geometry as XYZ:
```
57
Properties=species:S:1:pos:R:3:nbo_charge:R:1
N 2.8332 -5.1768 2.0184 -1.1971
P 2.3573 -3.4837 1.6184 1.7104
O 1.9602 -1.8196 1.3904 -0.9941
B 1.3948 -1.4131 0.2323 1.2853
O 1.5733 -1.9835 -1.0158 -0.9512
O 0.6491 -0.2459 0.2880 -0.9585
P 4.4096 -2.7652 2.4386 -0.2496
P 5.9113 -3.6021 1.1567 2.0649
O 7.2101 -2.9375 1.2988 -1.1285
O 6.0018 -5.1670 1.4913 -0.9982
O 5.4924 -3.6591 -0.4084 -1.0197
O 0.8166 -3.9442 1.0062 -0.8267
C 0.1767 -4.7830 1.9271 -0.1168
C 0.5059 -4.1411 3.2859 0.0543
I 0.6650 -5.6275 4.8615 -0.0602
O 1.6151 -3.3663 3.1912 -0.7753
H 3.0271 -5.7162 1.1841 0.3519
H 3.6224 -5.2264 2.6493 0.3773
H 2.9465 -3.6405 0.3434 -0.1474
H 1.3029 -2.9110 -1.0320 0.5063
H -0.1031 -0.3220 -0.3206 0.5034
H 4.5126 -1.3992 2.1129 0.0148
H 5.5835 -5.6783 0.7829 0.5033
H 6.0693 -3.0279 -0.8661 0.5083
H -0.9008 -4.7693 1.7568 0.1721
H 0.4659 -5.8243 1.8499 0.1833
H -0.3546 -3.5423 3.5672 0.1794
C -0.2216 2.3760 1.2750 -0.1286
C -0.3595 3.7703 1.8410 0.4417
O -1.6919 4.1142 1.4880 -0.5088
C -2.3972 2.9512 1.3885 0.9762
O -3.5837 2.9006 1.3290 -0.5961
O -1.5741 1.8955 1.3594 -0.4608
F 0.4899 4.6568 1.2648 -0.3301
H 0.0888 2.3933 0.2311 0.2062
H 0.4537 1.7345 1.8289 0.2495
H -0.2515 3.8353 2.9243 0.1528
C 0.2064 1.3571 -4.2791 -0.1286
C -1.0973 2.1265 -4.2671 0.4465
O -1.9266 1.3010 -3.4721 -0.4890
C -1.1203 0.6024 -2.6244 0.9760
O -1.5026 0.0110 -1.6711 -0.5660
O 0.1669 0.6906 -3.0160 -0.4655
F -1.6371 2.2503 -5.5030 -0.3257
H 0.2192 0.6184 -5.0815 0.2042
H 1.0864 1.9894 -4.3511 0.2096
H -1.0371 3.1158 -3.8104 0.1510
C -5.4302 4.5724 -0.5540 -0.1422
C -4.6092 4.8404 -1.7943 0.4479
O -5.4948 5.6118 -2.5901 -0.5003
C -6.3464 6.2636 -1.7476 0.9686
O -7.0447 7.1662 -2.0638 -0.5660
O -6.2669 5.7414 -0.5047 -0.4854
F -4.2817 3.7100 -2.4637 -0.3251
H -6.0501 3.6836 -0.6720 0.2037
H -4.8318 4.4778 0.3439 0.2446
H -3.6990 5.4160 -1.6164 0.1480
```


DFT (ωB97M-V/def2-TZVPD) results for C11H20CaClO5P as an isolated structure.

Its total charge is +2. Its spin multiplicity is 1. The calculation puts the HOMO energy at -14.144 eV. Its LUMO energy is -10.15 eV.

Geometry as XYZ:
```
39
Properties=species:S:1:pos:R:3:nbo_charge:R:1
C 4.7974 0.5888 -0.7996 -0.6021
C 3.4447 0.3604 -0.1313 -0.3974
C 2.9036 -1.0305 -0.4411 -0.4161
C 1.6692 -1.4079 0.3428 -0.0545
O 0.6227 -0.4416 0.1257 -0.5615
C -0.2193 -0.2208 1.2013 -0.0095
C 0.3019 0.8061 2.2213 0.7658
O 1.4202 1.1216 2.4352 -0.5015
O -0.7798 1.3265 2.8594 -0.4690
C -1.9688 0.8569 2.2311 -0.0744
C -1.5496 0.4224 0.8079 -0.3935
C -2.6093 -0.5600 0.2451 -0.4699
C -2.4827 -0.7476 -1.2515 0.0351
C -1.4046 -1.6704 -1.7467 -0.6879
Cl -4.2230 -1.5005 -1.8015 -0.3537
P -1.2856 1.8402 -0.4101 1.3550
O -0.7033 2.9319 0.6256 -0.9691
O -2.8785 2.3035 -0.5974 -1.0092
H 4.7464 0.4244 -1.8777 0.1987
H 5.5575 -0.0687 -0.3763 0.2104
H 5.1308 1.6128 -0.6355 0.2201
H 2.7379 1.1241 -0.4597 0.1950
H 3.5689 0.4515 0.9490 0.2182
H 3.6665 -1.7694 -0.1805 0.2238
H 2.6915 -1.1305 -1.5107 0.1929
H 1.2921 -2.3869 0.0215 0.1663
H 1.8951 -1.4631 1.4109 0.1938
H -0.4242 -1.1324 1.7883 0.2023
H -2.7418 1.6236 2.2816 0.2094
H -2.3115 -0.0241 2.7861 0.1931
H -2.5456 -1.5298 0.7434 0.2451
H -3.5998 -0.1619 0.4801 0.2288
H -2.4891 0.2047 -1.7746 0.2232
H -1.1778 -2.4513 -1.0240 0.2484
H -0.5108 -1.0608 -1.8923 0.3002
H -1.6518 -2.1330 -2.7019 0.2174
H -0.3642 3.7173 0.1768 0.5262
H -3.4818 2.0048 0.0931 0.4823
Ca -5.0434 -0.8305 -4.2136 1.9178
```


DFT (ωB97M-V/def2-TZVPD) results for C11H20Cl2N2PrS as an isolated structure at a distorted geometry.

Its total charge is -1. Its spin multiplicity is 3. The calculation puts the HOMO energy (spin up / spin down) at -1.648 / -1.631 eV. Its expectation value of S² is 2.01. Its LUMO energy (spin up / spin down) is 2.46 / 2.46 eV.

Geometry as XYZ:
```
37
Properties=species:S:1:pos:R:3:lowdin_spin:R:1
Pr 0.5137 -0.2610 0.7486 1.9416
Cl 2.2420 -0.2760 2.4084 -0.0088
Cl -0.7115 1.0359 2.4364 -0.0041
C -0.8033 -1.7551 1.1096 -0.0413
H -0.7468 -2.6749 0.6471 -0.0024
H -1.5291 -1.5182 1.8506 -0.0067
C 2.2777 -0.9705 -0.7551 0.0395
C 1.3055 -1.9442 -0.8689 0.0495
H 2.1467 -0.0157 -1.2818 0.0022
C 1.5318 -3.3453 -0.3921 0.0075
H 0.4580 -1.7814 -1.5514 0.0061
C 2.7037 -3.4273 0.5961 0.0009
H 0.6284 -3.7764 0.0390 0.0008
H 1.7589 -3.9511 -1.2846 0.0031
C 3.9332 -2.7328 0.0101 0.0004
H 2.4189 -2.9349 1.5364 0.0002
H 2.9226 -4.4777 0.8212 0.0000
C 3.6663 -1.2417 -0.2611 0.0072
H 4.7928 -2.8371 0.6790 0.0000
H 4.2005 -3.2290 -0.9344 0.0002
H 3.8671 -0.6551 0.6511 0.0016
H 4.3501 -0.8669 -1.0290 0.0022
S -1.4165 0.1226 -1.2149 -0.0009
C -2.0319 1.6062 -0.6669 0.0006
N -2.8896 1.6315 0.4021 0.0004
C -3.3203 2.9233 0.9394 0.0001
C -3.7241 3.7763 -0.2577 0.0000
C -2.5098 3.9971 -1.1767 0.0000
N -1.7811 2.7405 -1.4041 0.0002
H -3.2667 0.7677 0.8425 -0.0001
H -2.4694 3.4089 1.4495 0.0000
H -4.1421 2.7899 1.6546 0.0000
H -4.1230 4.7514 0.0682 0.0000
H -4.5204 3.2385 -0.8021 0.0000
H -1.8040 4.7217 -0.7294 0.0000
H -2.8789 4.4072 -2.1283 0.0000
H -1.0493 2.7535 -2.1513 0.0000
```


DFT (ωB97M-V/def2-TZVPD) results for a 4-piece molecular cluster, C11H20Cl3F3N2O4 overall at a distorted geometry.

Its spin multiplicity is 1. The SMILES is CCOC(=O)C(F)(F)F.ClC(Cl)Cl.CN(C)C=O.CN(C)C=O. The calculation puts the HOMO energy at -9.404 eV. Its LUMO energy is 0.49 eV.

Geometry as XYZ:
```
43
Properties=species:S:1:pos:R:3:nbo_charge:R:1
C 29.6406 10.5991 -19.8766 0.5446
O 29.9448 9.4524 -20.0136 -0.6317
N 29.6325 11.2525 -18.6949 -0.4329
C 29.1567 12.5964 -18.6102 -0.4044
C 30.0003 10.5915 -17.4559 -0.4181
H 29.3416 11.2607 -20.6970 0.1048
H 28.4629 12.7087 -17.7730 0.2007
H 28.6303 12.8881 -19.5171 0.2106
H 29.9625 13.3264 -18.4612 0.1914
H 29.1211 10.4787 -16.8151 0.2006
H 30.3803 9.6053 -17.6655 0.2289
H 30.7669 11.1910 -16.9641 0.2026
C 28.5003 6.1044 -18.7063 0.5169
O 27.6109 5.9715 -17.9383 -0.6177
N 29.3630 5.1334 -19.0489 -0.4360
C 29.1628 3.8162 -18.5718 -0.4204
C 30.3859 5.3395 -20.0503 -0.4103
H 28.7421 7.0628 -19.1794 0.1249
H 30.1312 3.3271 -18.4545 0.1965
H 28.6342 3.2202 -19.3287 0.1904
H 28.5816 3.8483 -17.6617 0.2374
H 31.3633 5.0269 -19.6602 0.1970
H 30.1890 4.7422 -20.9472 0.1905
H 30.4788 6.3907 -20.2992 0.2310
C 30.3852 2.1849 -14.8095 -0.6331
C 29.3885 1.1158 -14.4250 -0.0812
O 29.7162 0.6026 -13.0880 -0.4830
C 29.1589 -0.5285 -12.7267 0.6940
O 28.2706 -1.0723 -13.2792 -0.5373
C 29.8234 -1.0856 -11.4695 0.8984
F 30.6131 -2.1475 -11.7869 -0.3106
F 30.5461 -0.1420 -10.8176 -0.3065
F 28.8404 -1.5088 -10.6682 -0.3027
H 30.4284 3.0271 -14.1174 0.2199
H 30.0694 2.5876 -15.7777 0.2230
H 31.4111 1.8204 -14.8829 0.2200
H 29.2891 0.3355 -15.1843 0.2043
H 28.3741 1.5396 -14.3396 0.1953
C 30.9017 7.0331 -16.2531 -0.2847
Cl 30.7955 5.4505 -15.5163 0.0304
Cl 32.4223 7.1580 -17.1735 0.0010
Cl 30.7794 8.3115 -15.0542 0.0234
H 30.1151 7.1898 -16.9741 0.2319
```


DFT (ωB97M-V/def2-TZVPD) results for a 5-piece molecular cluster, C11H20Cl3N3O2 overall at a distorted geometry.

Its spin multiplicity is 1. The SMILES is ClC(Cl)Cl.COCCOC.CC#N.CC#N.CC#N. The calculation puts the HOMO energy at -9.464 eV. Its LUMO energy is 0.35 eV.

Geometry as XYZ:
```
39
Properties=species:S:1:pos:R:3:nbo_charge:R:1
C 2.8064 -5.0627 -0.6429 -0.7238
C 2.5832 -5.5566 0.7299 0.2888
N 2.4370 -5.9725 1.8044 -0.3401
H 2.3033 -4.0887 -0.6776 0.2560
H 2.4275 -5.7992 -1.3542 0.2593
H 3.8664 -4.8647 -0.8926 0.2605
C -4.7147 2.7471 0.4774 -0.7170
C -3.5733 3.6755 0.2902 0.2898
N -2.7008 4.3201 -0.1063 -0.3423
H -4.4487 1.9632 1.1824 0.2571
H -4.9476 2.3288 -0.5256 0.2584
H -5.5559 3.4062 0.7350 0.2519
C -0.7680 -4.0312 1.6791 -0.7271
C -1.7442 -3.8922 0.5875 0.3288
N -2.5915 -3.6657 -0.1614 -0.3805
H -0.5127 -5.0611 1.8687 0.2652
H -1.2514 -3.7355 2.6062 0.2605
H 0.1538 -3.4891 1.5085 0.2589
C 0.1906 3.9977 1.5056 -0.2622
O 0.3992 2.9549 0.5576 -0.5211
C 1.3295 3.4799 -0.3017 -0.0822
C 1.8715 2.3262 -1.2005 -0.0753
O 2.7315 1.4972 -0.4585 -0.5427
C 3.0961 0.3731 -1.1680 -0.2469
H 1.1269 4.3967 1.9599 0.1651
H -0.4921 3.6681 2.3148 0.1915
H -0.2455 4.8785 0.9615 0.1820
H 2.1625 4.0843 0.0857 0.1731
H 0.7783 4.1265 -0.9623 0.1683
H 2.5621 2.7244 -1.9661 0.1615
H 1.0303 1.7695 -1.6696 0.1766
H 2.3042 -0.4504 -1.1384 0.1616
H 3.9370 -0.0323 -0.5861 0.1876
H 3.3921 0.6572 -2.1913 0.1638
C -2.0899 -0.7617 -0.9542 -0.3140
Cl -0.8930 -1.6330 -1.9427 -0.0108
Cl -2.7900 0.4298 -1.9348 0.0649
Cl -1.3716 -0.1456 0.5927 -0.0165
H -2.7983 -1.5629 -0.6123 0.2710
```


DFT (ωB97M-V/def2-TZVPD) results for a 2-piece molecular cluster, C11H20F2N2 overall at a distorted geometry.

Its spin multiplicity is 1. Its energy above the lowest of the compared OMol25 structures with the same formula, charge and spin is 0.0 kJ/mol. The calculation puts the HOMO energy at -9.724 eV. Its LUMO energy is 0.26 eV.

Geometry as XYZ:
```
35
Properties=species:S:1:pos:R:3:nbo_charge:R:1
C 2.9051 1.7581 -0.5343 -0.0769
C -1.0226 2.6390 -0.1130 -0.6469
C 0.4060 -0.3870 2.2525 -0.6307
C -3.2512 -1.2333 -0.4952 -0.6505
C 1.8491 -0.7892 -2.2627 -0.4167
C -1.7370 1.4124 0.6082 -0.3970
C 1.0768 -1.3434 0.0812 -0.2482
C 3.2214 -0.4888 -0.3751 0.6092
C 0.3360 -0.2228 0.7692 -0.2443
C -1.1672 -0.0009 0.2000 -0.2527
C -2.0925 -1.1103 0.4794 0.2077
N 2.7882 2.8856 -0.8239 -0.5189
N 2.1474 -1.0381 -0.8571 -0.4047
F 3.4868 -0.7585 0.9550 -0.3216
F -2.5851 -1.0439 1.8065 -0.3911
H -1.5375 3.0010 -1.0197 0.2032
H -1.1432 3.5256 0.5665 0.2161
H -0.0089 2.7438 -0.4020 0.2398
H 0.2838 0.6256 2.7635 0.2315
H 1.4732 -0.7784 2.4202 0.2122
H -0.3478 -1.1479 2.5301 0.2225
H -3.6178 -0.2648 -0.8135 0.2154
H -2.7517 -1.4341 -1.4341 0.2181
H -4.1423 -1.8350 -0.2144 0.2387
H 0.9477 -0.1592 -2.4665 0.2301
H 2.6113 -0.1304 -2.6179 0.2324
H 1.7845 -1.7401 -2.7303 0.2174
H -1.5961 1.4152 1.7282 0.2099
H -2.7461 1.6315 0.4410 0.2172
H 0.3008 -2.0066 -0.3051 0.2178
H 1.5547 -1.9845 0.8405 0.2221
H 4.1203 -0.4921 -1.0393 0.2164
H 0.9230 0.7583 0.4158 0.2567
H -0.9604 0.1161 -0.9081 0.2125
H -1.5091 -2.1229 0.5546 0.1533
```